[1]
Computed, not measured: a molecular structure, C33H55FN6PSiTi at a distorted geometry, with the ωB97M-V functional and the def2-TZVPD basis.

```
98
Properties=species:S:1:pos:R:3:forces:R:3
Ti 9.757 9.936 10.528 0.3 -0.2 0.8
C 8.309 12.207 12.515 0.1 -0.2 -0.5
N 8.240 10.809 12.028 -0.5 -0.3 1.2
C 6.904 10.602 11.417 0.0 0.0 0.9
C 8.387 9.884 13.206 0.7 0.8 -0.1
C 8.676 8.500 12.702 0.5 -1.7 0.0
C 8.687 7.472 13.632 -0.3 -0.7 -1.1
C 8.729 6.131 13.219 0.3 0.0 1.2
C 8.604 5.855 11.887 0.2 0.3 -0.9
C 8.704 6.885 10.919 -0.6 -1.5 0.7
C 8.887 8.191 11.318 -1.1 0.9 0.5
H 7.492 12.393 13.242 0.4 0.0 -0.2
H 8.181 12.877 11.631 0.2 -0.3 0.8
H 9.298 12.336 12.990 -0.5 0.3 -0.2
H 6.158 10.425 12.234 0.3 0.4 -0.7
H 6.913 9.726 10.781 0.0 -0.1 -0.2
H 6.720 11.514 10.862 -0.6 -0.1 -0.3
H 7.491 9.860 13.863 0.0 0.2 -0.6
H 9.160 10.312 13.892 -0.1 -0.4 -0.8
H 8.463 7.644 14.644 0.1 0.5 1.4
H 8.841 5.309 13.967 -0.4 0.8 -0.6
H 8.421 4.838 11.609 0.1 -0.5 -0.4
H 8.510 6.580 9.875 0.6 0.5 0.5
C 10.183 9.457 5.692 0.6 1.4 -1.1
Si 9.516 9.018 7.345 -2.0 0.7 1.8
C 10.436 7.597 8.101 1.1 -1.8 -0.5
C 7.686 8.654 7.046 0.0 -0.9 1.3
N 9.369 10.261 8.637 0.2 1.1 -3.0
C 9.210 11.611 8.207 -0.3 -1.4 0.9
C 8.484 12.111 7.115 -0.3 -0.6 -0.6
C 8.415 13.470 6.818 -0.4 -0.3 1.0
C 8.889 14.357 7.770 0.2 1.1 -0.1
C 9.532 13.912 8.954 -0.1 0.3 -1.7
C 9.696 12.573 9.082 0.0 -1.2 1.1
F 10.197 11.941 10.307 -0.2 2.7 -1.6
H 10.985 10.249 5.777 -0.8 -0.7 -0.2
H 9.335 9.870 5.057 1.2 -0.5 0.6
H 10.645 8.589 5.183 -0.3 0.4 0.2
H 11.260 7.263 7.404 -0.5 0.5 0.6
H 9.904 6.640 8.265 -0.3 0.6 -0.3
H 10.899 7.780 9.073 0.0 0.4 -0.1
H 7.679 7.687 6.538 -0.5 -0.3 0.2
H 7.142 9.324 6.400 0.0 0.5 -0.1
H 7.163 8.616 8.067 0.6 -0.2 -1.5
H 7.824 11.447 6.548 0.7 -0.1 0.0
H 7.869 13.791 5.927 0.2 0.0 0.4
H 8.744 15.444 7.590 0.4 -0.8 0.3
H 10.068 14.619 9.524 0.1 0.6 1.1
N 11.511 9.605 10.958 2.3 -0.7 0.7
P 12.976 9.274 11.418 -0.4 0.5 0.3
N 13.744 10.613 12.109 -0.7 0.5 -0.1
C 13.002 11.754 12.754 0.0 0.1 -1.8
C 13.643 13.136 12.343 -2.1 -0.3 0.4
C 15.096 13.216 12.758 0.3 1.2 -0.4
C 15.692 11.848 13.006 2.2 -0.2 0.8
C 15.213 10.769 12.095 0.2 -2.1 -0.8
N 14.042 8.914 10.130 -1.0 0.1 1.4
C 14.998 7.832 10.129 0.4 -0.1 0.0
C 16.348 8.350 9.512 0.0 -0.4 0.1
C 16.083 8.841 8.086 0.4 -0.5 -0.5
C 15.036 9.919 8.077 -0.5 1.7 -0.4
C 13.748 9.539 8.851 0.9 -1.6 -1.2
N 13.085 7.976 12.588 1.9 1.4 -1.6
C 13.173 8.275 14.026 -0.2 1.5 0.1
C 13.540 7.096 14.907 -1.1 -2.2 0.4
C 12.752 5.731 14.499 1.1 0.5 0.8
C 12.742 5.522 13.004 0.7 -0.2 -1.4
C 12.402 6.780 12.150 -0.1 -1.0 1.4
H 13.108 11.540 13.798 -0.3 0.6 1.0
H 11.906 11.793 12.478 1.3 -0.6 0.1
H 13.024 13.922 12.868 0.7 -0.7 -0.5
H 13.495 13.340 11.252 0.1 -0.5 0.8
H 15.132 13.732 13.740 0.3 0.2 -0.8
H 15.592 13.813 11.935 0.1 -0.6 1.2
H 15.476 11.599 14.056 0.1 -0.2 -0.2
H 16.848 11.850 12.931 -1.8 0.2 0.2
H 15.706 9.741 12.346 -0.7 1.7 -0.3
H 15.575 11.018 11.075 -0.3 -0.2 0.2
H 14.568 7.009 9.510 0.6 0.2 0.0
H 15.075 7.417 11.165 0.2 0.5 -0.8
H 17.045 7.494 9.401 -0.1 0.5 0.6
H 16.798 9.206 10.101 -0.5 -1.2 -0.3
H 15.697 7.971 7.518 0.2 0.3 0.1
H 17.019 9.171 7.556 -0.8 -0.3 0.6
H 14.718 10.157 7.051 0.0 -0.4 0.0
H 15.462 10.925 8.361 -0.3 -1.0 0.5
H 13.167 8.818 8.170 0.5 0.8 0.9
H 13.176 10.415 9.011 -0.8 0.7 0.1
H 12.194 8.723 14.321 0.4 -0.3 0.3
H 13.953 9.083 14.227 -1.0 -0.9 -0.6
H 13.330 7.295 15.996 0.2 0.1 -1.1
H 14.616 6.860 14.830 -0.4 0.2 -0.1
H 11.717 5.619 14.833 0.0 0.9 0.3
H 13.253 4.870 15.006 -0.1 0.6 -0.4
H 11.977 4.771 12.746 0.3 0.1 0.0
H 13.720 5.111 12.612 -0.8 0.4 0.6
H 11.355 6.983 12.175 -1.2 -0.1 0.1
H 12.611 6.501 11.127 0.4 0.4 -0.5
```
Positions in Å, forces in eV/Å.

## Properties
- ⟨S²⟩ = 0.75
- electronic energy (eV) = -87054.3282
- strongest force on any atom (eV/Å) = 3.2
- molecular weight (Da) = 661.8
- 2S+1 = 2


[2]
Computed, not measured: 8 unconnected molecules or ions with the total composition C33H56BrClO16PSi at a distorted geometry, with the ωB97M-V functional and the def2-TZVPD basis.

```
109
Properties=species:S:1:pos:R:3:forces:R:3
C -0.496 1.830 -1.866 0.3 0.4 -0.8
Si -0.182 2.330 -3.668 -0.2 -0.4 0.4
C -1.546 3.505 -4.277 0.3 -0.5 -0.1
C -0.243 0.850 -4.847 0.0 0.5 -0.2
P 1.856 3.360 -3.659 -0.7 0.6 0.6
Cl 2.925 1.412 -3.569 0.2 -0.5 -0.1
O 3.397 4.191 -3.663 -0.2 -0.3 -0.8
C 3.281 5.129 -4.712 0.7 -0.1 0.9
C 1.918 5.794 -4.458 0.3 0.1 1.0
Br 1.087 6.229 -6.213 -0.3 0.2 -0.3
O 1.164 5.004 -3.656 -0.1 -0.3 -0.5
H -1.431 1.301 -1.721 -0.1 -0.1 0.2
H 0.354 1.257 -1.507 0.0 -0.3 0.1
H -0.487 2.754 -1.295 -0.2 0.1 0.2
H -2.007 4.055 -3.464 0.0 0.3 0.1
H -2.324 2.949 -4.797 -0.2 -0.2 0.0
H -1.103 4.183 -5.002 0.0 0.3 0.0
H 0.637 0.220 -4.793 0.0 -0.2 0.2
H -1.156 0.273 -4.729 -0.1 -0.2 0.2
H -0.277 1.257 -5.859 0.0 0.0 -0.2
H 1.798 3.406 -5.100 0.6 -0.3 -0.1
H 1.921 3.351 -2.223 0.2 0.1 -0.1
H 3.377 4.689 -5.700 -0.2 -0.2 -0.2
H 4.108 5.828 -4.584 -0.1 0.3 -0.1
H 2.046 6.741 -3.944 -0.1 0.5 -0.4
O 4.451 -4.836 -4.675 0.0 -0.1 0.1
C 4.696 -3.727 -4.288 -0.1 0.0 -0.2
O 4.103 -3.197 -3.200 0.2 0.1 0.1
C 4.509 -1.814 -3.031 0.0 0.2 0.0
C 5.827 -1.698 -3.779 0.1 -0.1 -0.1
C 5.637 -2.713 -4.906 0.2 0.2 0.4
H 3.739 -1.170 -3.452 0.0 0.0 0.0
H 4.604 -1.600 -1.970 -0.1 -0.1 0.0
H 6.032 -0.684 -4.113 -0.1 0.0 0.0
H 6.650 -2.015 -3.135 0.0 0.0 0.0
H 5.145 -2.273 -5.775 0.0 0.0 0.0
H 6.562 -3.192 -5.213 -0.1 -0.1 -0.2
O -1.667 -4.742 -0.790 -0.1 0.1 0.0
C -0.559 -4.982 -1.181 -0.1 -0.2 0.0
O 0.060 -4.236 -2.114 0.0 0.0 0.0
C 1.339 -4.816 -2.457 0.1 -0.1 0.0
C 1.709 -5.682 -1.260 -0.1 -0.1 0.1
C 0.336 -6.130 -0.757 0.4 0.2 0.0
H 1.219 -5.402 -3.370 0.0 0.0 0.0
H 2.057 -4.025 -2.636 -0.1 0.1 -0.1
H 2.382 -6.497 -1.518 0.0 0.0 -0.1
H 2.197 -5.070 -0.501 0.0 0.0 0.0
H -0.011 -7.036 -1.256 -0.1 0.0 0.0
H 0.293 -6.268 0.319 -0.2 -0.1 0.0
O 0.848 2.075 1.664 0.0 0.0 -0.1
C -0.291 2.004 2.016 0.1 0.1 0.1
O -1.335 2.078 1.150 0.0 0.0 0.2
C -2.576 2.075 1.872 -0.1 -0.1 0.0
C -2.262 1.442 3.221 0.1 0.0 0.1
C -0.814 1.873 3.435 -0.3 -0.4 -0.3
H -2.918 3.109 1.970 0.0 0.0 0.0
H -3.312 1.516 1.298 0.1 0.0 -0.1
H -2.942 1.755 4.012 0.0 0.1 0.0
H -2.318 0.356 3.141 0.0 0.0 0.0
H -0.744 2.844 3.920 0.1 0.0 0.1
H -0.232 1.146 3.993 0.2 0.1 0.0
O -6.002 -2.095 2.799 0.0 0.1 0.0
C -5.768 -2.893 1.936 0.0 -0.1 0.2
O -6.457 -2.925 0.772 0.0 0.0 0.0
C -6.028 -4.047 -0.027 0.1 -0.1 0.0
C -4.636 -4.393 0.481 0.0 0.0 0.1
C -4.738 -4.004 1.953 0.1 0.0 -0.4
H -6.741 -4.862 0.121 0.0 0.0 0.0
H -6.040 -3.755 -1.074 -0.1 0.1 0.0
H -4.358 -5.430 0.312 0.0 0.0 0.0
H -3.892 -3.770 -0.012 0.0 -0.1 0.0
H -5.120 -4.820 2.569 0.0 0.0 0.1
H -3.795 -3.647 2.358 -0.1 0.0 0.2
O 6.544 1.663 0.597 0.1 0.0 -0.1
C 5.910 2.661 0.399 -0.1 -0.1 0.2
O 6.409 3.704 -0.306 0.0 0.0 0.0
C 5.474 4.802 -0.295 -0.1 0.1 0.0
C 4.123 4.174 0.005 -0.1 -0.2 0.0
C 4.513 2.989 0.886 -0.1 0.2 -0.4
H 5.790 5.508 0.479 0.0 0.0 0.0
H 5.504 5.299 -1.262 0.1 -0.1 -0.1
H 3.422 4.863 0.471 0.0 0.0 0.0
H 3.673 3.813 -0.920 0.0 0.1 0.0
H 4.573 3.259 1.942 0.0 -0.1 0.0
H 3.851 2.136 0.764 0.0 -0.1 0.1
O -1.772 3.771 5.775 -0.1 0.1 0.2
C -2.404 4.696 5.358 0.1 -0.1 -0.2
O -3.638 5.007 5.819 0.0 0.1 0.0
C -4.194 6.094 5.056 0.0 0.1 -0.1
C -2.996 6.810 4.446 0.1 0.0 -0.1
C -2.010 5.658 4.253 -0.2 0.3 0.2
H -4.858 5.675 4.297 0.0 0.0 0.0
H -4.776 6.725 5.722 0.0 -0.1 0.1
H -3.238 7.348 3.532 0.0 -0.1 0.0
H -2.589 7.525 5.161 0.0 0.0 0.0
H -2.148 5.156 3.293 0.1 0.0 0.0
H -0.972 5.958 4.360 0.1 -0.2 -0.1
O -2.038 -6.996 2.536 -0.1 -0.1 0.0
C -2.403 -6.782 3.652 0.2 0.1 -0.1
O -3.713 -6.626 3.976 0.0 -0.1 0.1
C -3.845 -6.276 5.365 0.0 0.0 0.1
C -2.562 -6.769 6.025 0.1 0.0 0.0
C -1.548 -6.611 4.893 -0.3 -0.2 0.3
H -3.960 -5.193 5.438 0.0 0.0 0.0
H -4.738 -6.752 5.762 -0.1 0.0 -0.1
H -2.312 -6.221 6.931 0.0 0.1 0.0
H -2.662 -7.823 6.285 0.0 0.0 0.0
H -1.107 -5.614 4.870 0.1 0.0 0.0
H -0.760 -7.358 4.916 0.1 0.1 -0.1
```
Positions in Å, forces in eV/Å.

## Properties
- electronic energy (eV) = -167625.5244
- strongest force on any atom (eV/Å) = 1.2
- charge = -1
- molecular weight (Da) = 883.2
- 2S+1 = 1